Record 1
Molecular formula: C15H40BrGaIO15P5
Method: DFT, wB97M-V/def2-TZVPD

Results
LUMO = 0.618 eV
Orbital gap = 1.3 eV
Multiplicity = 1
E_HOMO = -0.725 eV
Net charge = -2
Strongest force on any atom = 0.16493 Eh/bohr

Last column: Mulliken charge in e.
Element x y z (Å)
C  3.9213  4.1738  2.1760  -0.73
C  4.0182  3.8340  0.6111  -0.26
I  6.1971  3.8500  0.1504  -0.15
C  3.3618  4.9303  -0.3491  -0.67
Ga  1.5755  5.7180  0.3049  -0.58
C  0.7940  6.8056  -1.3158  0.68
O  1.1842  6.4118  -2.4683  -0.61
O  -0.0933  7.8330  -1.0972  -0.66
P  -0.0577  4.1468  0.8770  0.32
C  -0.1485  2.6942  -0.3333  -0.80
C  0.0439  3.5806  2.6835  -0.93
P  1.8013  7.2190  2.0967  0.33
O  2.1101  8.7896  1.4186  -0.50
Br  -0.2786  7.2959  3.0663  -0.37
H  2.9339  3.8163  2.6142  0.01
H  4.7437  3.5683  2.7160  0.41
H  4.1488  5.2739  2.4070  0.25
H  3.6852  2.7707  0.3592  0.38
H  4.1018  5.8121  -0.4185  0.43
H  3.2560  4.5320  -1.4242  0.34
H  0.7646  2.5596  -1.0008  0.28
H  -0.3639  1.7121  0.2224  0.23
H  -1.0553  2.8927  -1.0134  0.24
H  0.8437  4.1417  3.2765  0.23
H  0.1682  2.4386  2.7575  0.28
H  -0.9556  3.8283  3.2065  0.27
H  1.2035  9.1196  1.1841  0.31
C  -3.5497  2.9490  -6.0913  -0.78
O  -3.7902  1.6138  -5.6568  -0.25
P  -4.3064  1.5201  -4.0095  0.75
O  -2.8619  1.2998  -3.5626  -0.58
O  -5.0431  0.0719  -4.3162  -0.26
C  -4.9071  -0.6183  -5.5455  -0.57
O  -4.8927  1.4531  -2.3967  -0.45
C  -4.6004  0.2936  -1.6276  -0.42
H  -3.2239  2.9242  -7.1322  0.22
H  -4.4682  3.5371  -6.0208  0.33
H  -2.7673  3.4106  -5.4831  0.33
H  -3.8592  -0.8053  -5.7773  0.28
H  -5.3910  -0.0649  -6.3513  0.21
H  -5.4121  -1.5832  -5.4501  0.26
H  -3.5259  0.1120  -1.5699  0.31
H  -5.1078  -0.5818  -2.0354  0.27
H  -4.9748  0.4590  -0.6154  0.14
C  -0.9642  -4.8867  0.5777  -0.77
O  -1.7512  -4.5722  1.7227  -0.25
P  -2.6006  -3.0725  1.5758  0.79
O  -1.4682  -2.3220  2.2779  -0.66
O  -3.7315  -3.5780  2.6721  -0.30
C  -3.5948  -4.7667  3.4292  -0.59
O  -3.5213  -1.6455  1.3057  -0.23
C  -3.8633  -0.8499  2.4306  -0.64
H  -0.4587  -5.8379  0.7512  0.21
H  -1.6059  -4.9798  -0.3021  0.35
H  -0.2147  -4.1094  0.4085  0.32
H  -2.6644  -4.7667  3.9962  0.27
H  -3.6556  -5.6425  2.7819  0.22
H  -4.4256  -4.8146  4.1383  0.25
H  -2.9757  -0.5408  2.9855  0.28
H  -4.5518  -1.3821  3.0890  0.26
H  -4.3697  0.0461  2.0653  0.25
C  2.2510  -4.0274  2.5035  -0.75
O  2.9645  -5.0919  1.8763  -0.25
P  4.2149  -4.5445  0.8170  0.88
O  3.2727  -4.6049  -0.3855  -0.64
O  5.0289  -5.9725  0.9979  -0.29
C  4.4779  -7.0959  1.6614  -0.56
O  5.5263  -3.9298  -0.1080  -0.42
C  5.9535  -4.6791  -1.2338  -0.53
H  1.4801  -4.4541  3.1464  0.21
H  2.9325  -3.4299  3.1137  0.37
H  1.7769  -3.3937  1.7499  0.31
H  3.5300  -7.3913  1.2126  0.27
H  4.3570  -6.8910  2.7257  0.22
H  5.1784  -7.9287  1.5569  0.26
H  5.1344  -4.8467  -1.9358  0.25
H  6.3856  -5.6325  -0.9259  0.22
H  6.7305  -4.1044  -1.7428  0.25



Record 2
Molecular formula: C15H40F6N7O7P4S
Method: DFT, wB97M-V/def2-TZVPD

Results
LUMO = -6.351 eV
Orbital gap = 3.3 eV
Multiplicity = 1
E_HOMO = -9.682 eV
Net charge = +1
Strongest force on any atom = 0.19400 Eh/bohr

Last column: Mulliken charge in e.
Element x y z (Å)
C  2.2506  -4.5340  0.6274  -1.13
P  1.7559  -3.3412  -0.7884  0.34
O  0.7089  -4.1803  -1.8288  -0.46
P  0.7708  -1.6829  0.2488  1.05
F  0.8825  -1.9493  1.9091  -0.30
O  1.7396  -0.2938  -0.0501  -0.06
N  2.7746  -0.3462  0.8985  0.18
O  2.5599  0.5678  1.6265  -0.23
S  -1.2009  -1.1744  -0.4488  0.78
O  -1.6890  -0.0623  0.4514  -0.41
O  -1.1928  -0.6006  -1.8465  -0.51
C  -2.4711  -2.5365  -0.3168  0.47
F  -3.6638  -1.9957  -0.8516  -0.18
F  -2.1934  -3.6764  -1.0794  -0.21
C  -2.8353  -3.0129  1.1686  0.58
F  -3.7035  -2.1215  1.8304  -0.15
F  -1.7376  -3.3619  1.9523  -0.19
F  -3.5975  -4.1957  1.0159  -0.23
H  1.3848  -4.7789  1.3175  0.39
H  2.5674  -5.4950  0.0830  0.41
H  3.1758  -4.1310  1.1460  0.38
H  0.2396  -4.8845  -1.3116  0.36
O  5.7520  -1.9973  -2.2386  -0.80
P  5.3543  -1.3144  -3.5590  0.91
N  6.9964  -1.1344  -4.0663  0.01
C  7.6044  -0.0191  -4.7776  -0.75
C  7.6586  -2.3940  -4.4261  -1.00
N  4.8447  0.1390  -2.7547  0.23
C  5.3428  1.4750  -3.0366  -1.24
C  4.5860  0.0503  -1.3168  -0.71
N  4.7930  -0.6050  -5.0870  -0.09
C  3.3199  -0.3717  -5.0620  -1.04
C  4.9898  -1.4706  -6.2739  -1.11
H  7.2549  0.0940  -5.8072  0.29
H  8.6900  -0.1319  -4.8279  0.41
H  7.4613  0.9272  -4.2659  0.17
H  7.2387  -2.8345  -5.3372  0.28
H  7.5472  -3.1320  -3.6283  0.26
H  8.7325  -2.2697  -4.5828  0.38
H  6.3341  1.6385  -2.6000  0.35
H  4.6727  2.2324  -2.6120  0.42
H  5.3698  1.6955  -4.1043  0.37
H  5.5202  0.0351  -0.7432  0.34
H  4.0043  -0.8391  -1.0796  -0.07
H  3.9907  0.9023  -0.9681  0.38
H  2.7767  -1.3086  -4.8971  0.36
H  2.9811  0.0686  -6.0038  0.40
H  3.0163  0.3290  -4.2854  0.30
H  4.6052  -2.4801  -6.1027  0.38
H  6.0360  -1.5465  -6.5658  0.31
H  4.4862  -1.0521  -7.1496  0.39
O  -5.3083  0.9926  5.6618  -0.79
P  -5.6948  1.7137  4.3609  0.89
N  -4.0423  1.9390  3.8942  0.03
C  -3.4390  3.0871  3.2348  -0.74
C  -3.3525  0.7059  3.5072  -1.09
N  -6.2459  3.1276  5.2009  0.18
C  -5.7636  4.4784  4.9734  -1.23
C  -6.5368  2.9876  6.6329  -0.98
N  -6.2328  2.4656  2.8442  -0.09
C  -7.7096  2.6741  2.8436  -1.07
C  -5.9950  1.6444  1.6348  -1.01
H  -3.7690  3.2298  2.2019  0.28
H  -2.3501  2.9942  3.2042  0.38
H  -3.6094  4.0127  3.7753  0.19
H  -3.7465  0.2898  2.5729  0.26
H  -3.4686  -0.0604  4.2779  0.31
H  -2.2765  0.8508  3.3775  0.39
H  -4.7844  4.6430  5.4377  0.32
H  -6.4549  5.2109  5.4069  0.44
H  -5.7164  4.7344  3.9136  0.36
H  -5.6159  2.9679  7.2273  0.31
H  -7.1104  2.0835  6.8296  0.31
H  -7.1526  3.8183  6.9927  0.31
H  -8.2404  1.7238  2.9650  0.38
H  -8.0349  3.1407  1.9094  0.40
H  -8.0419  3.3428  3.6361  0.33
H  -6.3666  0.6232  1.7634  0.38
H  -4.9407  1.5952  1.3646  0.14
H  -6.4857  2.0841  0.7618  0.42



Record 3
Molecular formula: C15H40O15S5
Method: DFT, wB97M-V/def2-TZVPD

Results
LUMO (alpha / beta) = -3.432 / -10.612 eV
Expectation value of S² = 0.76
Relative energy (zero: lowest compared OMol25 entry of this formula, charge and spin) = 19.08 kcal per mole
Orbital gap (alpha / beta) = 8.6 / 1.4 eV
Multiplicity = 2
E_HOMO (alpha / beta) = -12.011 / -12.011 eV
Net charge = +1
Strongest force on any atom = 0.10006 Eh/bohr

Last column: Löwdin spin population.
Element x y z (Å)
O  -2.3025  -8.0550  -1.7979  0.00
S  -1.8239  -6.8862  -1.1236  0.00
O  -2.2606  -5.5245  -1.4813  0.00
O  -2.1720  -7.1327  0.4999  0.00
C  -3.5351  -6.9912  0.9443  0.00
C  -4.2284  -8.3104  0.4839  0.00
C  0.0135  -7.0524  -0.9604  0.00
H  -4.0761  -6.0734  0.7137  0.00
H  -3.4357  -6.9942  2.0298  0.00
H  -4.9243  -8.6015  1.2707  0.00
H  -3.5024  -9.1187  0.3955  0.00
H  -4.6611  -8.0552  -0.4834  0.00
H  0.3591  -6.2788  -0.2747  0.00
H  0.4475  -6.9192  -1.9514  0.00
H  0.3513  -8.0232  -0.5978  0.00
O  -1.7431  5.1779  0.3126  0.00
S  -1.6607  5.3657  1.7577  0.00
O  -0.6508  6.2036  2.3675  0.00
O  -3.1795  5.7384  2.3996  0.00
C  -3.2338  5.8932  3.8019  0.00
C  -4.2568  4.9791  4.3821  0.00
C  -1.4265  3.5581  2.4098  0.00
H  -3.5636  6.8915  4.0899  0.00
H  -2.2680  5.8160  4.3013  0.00
H  -5.2926  5.1865  4.1134  0.00
H  -4.2952  5.2046  5.4478  0.00
H  -4.0556  3.9081  4.3605  0.00
H  -1.3912  3.6445  3.4958  0.00
H  -0.5188  3.1288  1.9856  0.00
H  -2.2996  3.0205  2.0398  0.00
O  -1.5333  -0.1480  -1.6110  0.00
S  -0.4850  0.0961  -0.6122  0.00
O  -0.8580  0.5155  0.7831  0.00
O  0.5096  -1.2445  -0.5150  0.00
C  0.6915  -1.9918  -1.6927  0.00
C  0.8544  -3.4010  -1.3080  0.00
C  0.7125  1.2641  -1.2793  0.00
H  1.5648  -1.5495  -2.1721  0.00
H  -0.1447  -1.9640  -2.3913  0.00
H  1.6670  -3.5498  -0.5969  0.00
H  1.1568  -4.0657  -2.1172  0.00
H  -0.0859  -3.9280  -1.1458  0.00
H  0.2280  2.2405  -1.2849  0.00
H  0.8277  0.9505  -2.3168  0.00
H  1.6958  1.1966  -0.8138  0.00
O  3.8995  1.3147  0.9209  0.00
S  4.1709  0.1936  1.8050  0.00
O  3.7138  -1.1331  1.4904  0.10
O  5.8185  0.0314  2.0593  0.60
C  6.3324  -1.0194  2.8482  0.14
C  7.8271  -1.3893  2.5862  0.02
C  3.5978  0.5746  3.4530  0.01
H  5.6942  -1.8828  2.6599  0.05
H  6.0698  -0.6647  3.8448  0.07
H  7.9624  -1.7970  1.5844  0.01
H  8.2946  -2.0544  3.3123  0.00
H  8.3733  -0.4468  2.5494  0.01
H  2.6184  0.9786  3.1968  0.00
H  4.2649  1.2952  3.9261  0.00
H  3.2710  -0.3059  4.0062  0.00
O  1.6051  3.7078  -3.0326  0.00
S  0.5458  4.3305  -3.8621  0.00
O  0.8643  5.0281  -5.0625  0.00
O  -0.5577  3.1637  -4.1473  0.00
C  -1.6653  3.4236  -4.9602  0.00
C  -1.8179  2.3646  -6.0771  0.00
C  -0.4124  5.3998  -2.7223  0.00
H  -1.6033  4.4361  -5.3589  0.00
H  -2.5944  3.4411  -4.3904  0.00
H  -1.3569  2.6537  -7.0216  0.00
H  -2.8902  2.3294  -6.2696  0.00
H  -1.4904  1.3557  -5.8264  0.00
H  -1.4068  4.9620  -2.6349  0.00
H  -0.3131  6.4492  -3.0000  0.00
H  -0.0300  5.1390  -1.7355  0.00